# 1
The following is a quantum chemistry calculation of a molecular structure, C35H67INO3 at a distorted geometry, from the OMol25 dataset.

spin multiplicity	1
E_LUMO	-5.42	eV
total charge	+1
highest occupied orbital energy	-10.6305	eV
calculated total energy	-53091.2486	eV

Last column: Löwdin charge in e.
Geometry (Å):
C -5.751 -3.367 0.519  0.04
C -4.292 -3.591 0.834  -0.19
N -3.411 -2.438 1.323  -0.56
I -4.166 -1.977 3.232  1.18
C -3.556 -1.165 0.523  -0.25
C -3.520 -1.345 -1.104  -0.14
C -4.880 -0.677 -1.808  -0.08
C -4.436 0.824 -2.400  -0.25
O -4.629 1.222 -3.660  0.01
O -3.738 1.696 -1.400  -0.02
C -1.961 -2.858 1.577  -0.23
O -0.986 -2.238 0.667  -0.14
C -0.132 -1.250 1.342  -0.11
C -0.571 -0.222 2.540  0.01
C 0.466 0.877 3.258  -0.15
C -0.079 1.860 4.480  -0.13
C 2.045 0.979 2.716  -0.01
C 2.500 -0.026 1.466  0.01
C 1.444 -1.135 0.793  -0.04
C 1.990 -2.098 -0.461  -0.34
C 1.978 -3.697 -0.100  -0.10
C 1.038 -1.721 -1.784  -0.11
H -6.201 -3.799 -0.471  0.11
H -6.447 -2.709 1.227  0.08
H -3.915 -4.705 0.716  0.16
H -2.776 -0.333 0.821  0.14
H -4.624 -0.710 0.791  0.10
H -3.286 -2.424 -1.488  0.13
H -2.622 -0.662 -1.494  0.13
H -5.106 -1.324 -2.768  0.13
H -5.776 -0.597 -1.058  0.12
H -4.450 1.882 -0.721  0.12
H -1.692 -2.769 2.722  0.11
H -1.934 -4.028 1.341  0.16
H -1.666 -0.218 2.953  0.03
H -0.329 1.253 5.477  0.09
H 0.677 2.724 4.749  0.09
H -1.110 2.379 4.177  0.09
H 2.787 1.767 3.216  0.10
H 3.608 0.046 1.029  0.09
H 3.068 -1.676 -0.744  0.12
H 2.979 -4.086 0.406  0.09
H 1.069 -3.975 0.623  0.08
H 1.844 -4.271 -1.137  0.09
H 0.562 -0.635 -1.689  0.09
H 0.101 -2.459 -1.789  0.08
H 1.629 -1.790 -2.800  0.09
C 3.838 0.109 5.958  -0.12
C 4.520 0.414 7.283  -0.27
C 4.591 1.910 7.597  -0.23
C 5.406 2.750 6.606  -0.23
C 6.863 2.317 6.426  -0.28
C 7.685 2.422 7.699  -0.11
H 4.386 0.536 5.114  0.06
H 3.783 -0.973 5.804  0.07
H 2.818 0.506 5.945  0.06
H 5.522 -0.029 7.292  0.10
H 3.959 -0.081 8.085  0.11
H 5.001 2.038 8.606  0.10
H 3.572 2.314 7.634  0.11
H 5.386 3.795 6.942  0.11
H 4.913 2.740 5.628  0.09
H 7.322 2.957 5.661  0.11
H 6.914 1.294 6.038  0.10
H 7.687 3.449 8.079  0.08
H 8.722 2.133 7.503  0.07
H 7.302 1.764 8.484  0.07
C 8.105 1.991 -3.960  -0.11
C 6.945 2.800 -3.403  -0.27
C 6.770 2.646 -1.891  -0.23
C 6.443 1.227 -1.409  -0.23
C 5.183 0.606 -2.015  -0.27
C 3.913 1.368 -1.676  -0.11
H 7.957 0.917 -3.814  0.07
H 8.205 2.168 -5.036  0.07
H 9.046 2.279 -3.482  0.08
H 6.022 2.528 -3.926  0.10
H 7.122 3.860 -3.625  0.11
H 5.985 3.334 -1.556  0.10
H 7.690 2.976 -1.392  0.11
H 6.338 1.250 -0.317  0.11
H 7.294 0.568 -1.614  0.10
H 5.085 -0.419 -1.634  0.09
H 5.282 0.520 -3.102  0.10
H 3.769 1.426 -0.592  0.05
H 3.043 0.861 -2.106  0.06
H 3.933 2.386 -2.077  0.07
C -9.587 -2.350 -6.966  -0.12
C -9.205 -0.886 -7.113  -0.27
C -7.722 -0.618 -6.844  -0.22
C -7.244 -0.942 -5.424  -0.23
C -7.985 -0.212 -4.302  -0.27
C -7.832 1.299 -4.363  -0.11
H -9.429 -2.709 -5.946  0.06
H -10.647 -2.488 -7.206  0.07
H -9.002 -2.976 -7.648  0.08
H -9.831 -0.274 -6.456  0.10
H -9.433 -0.568 -8.138  0.11
H -7.509 0.434 -7.069  0.10
H -7.122 -1.203 -7.552  0.11
H -6.174 -0.704 -5.357  0.10
H -7.321 -2.021 -5.251  0.10
H -7.590 -0.563 -3.340  0.08
H -9.048 -0.474 -4.310  0.10
H -6.777 1.587 -4.309  0.05
H -8.352 1.765 -3.520  0.07
H -8.256 1.712 -5.282  0.07

# 2
The following is a quantum chemistry calculation of 11 unconnected molecules or ions with the total composition C35H67N7O21 at a distorted geometry, from the OMol25 dataset.

spin multiplicity	1
E_LUMO	-5.96	eV
total charge	+2
highest occupied orbital energy	-8.9994	eV
calculated total energy	-90788.7269	eV

Last column: Löwdin charge in e.
Geometry (Å):
C 0.269 -6.631 3.637  0.02
N 0.821 -6.096 2.410  -0.11
C 1.586 -4.995 2.500  0.05
C 2.086 -4.449 1.316  0.08
C 1.866 -5.009 0.090  -0.12
C 1.081 -6.138 0.064  0.04
C 0.521 -6.649 1.229  0.01
C 2.354 -4.541 -1.270  -0.09
C 3.682 -4.085 -1.348  0.07
C 4.114 -3.545 -2.544  0.04
N 3.373 -3.537 -3.679  -0.05
C 2.104 -3.976 -3.596  0.00
C 1.518 -4.347 -2.410  0.05
C 3.967 -3.284 -4.998  0.05
H -0.355 -7.516 3.510  0.11
H -0.065 -5.799 4.258  0.11
H 1.120 -7.114 4.116  0.12
H 1.902 -4.607 3.458  0.16
H 2.690 -3.553 1.325  0.13
H 0.949 -6.728 -0.831  0.14
H -0.161 -7.487 1.215  0.15
H 4.328 -4.260 -0.501  0.12
H 5.130 -3.218 -2.713  0.16
H 1.514 -3.957 -4.501  0.16
H 0.469 -4.594 -2.340  0.13
H 5.055 -3.340 -4.965  0.11
H 3.633 -2.315 -5.371  0.12
H 3.593 -3.988 -5.740  0.11
C -2.790 1.393 -1.731  0.06
C -3.208 1.262 -0.339  -0.39
O -2.452 1.141 0.589  0.15
N -4.711 1.348 -0.064  0.11
H -5.001 2.215 -0.493  0.17
H -5.198 0.567 -0.481  0.18
C -5.026 1.484 1.431  0.05
H -1.943 2.077 -1.668  0.12
H -3.601 1.727 -2.377  0.11
H -2.297 0.503 -2.123  0.12
H -4.336 2.249 1.784  0.10
H -4.789 0.507 1.854  0.09
H -6.053 1.824 1.566  0.11
C 1.983 3.587 -4.255  0.02
C 3.247 4.265 -4.661  -0.38
O 4.196 3.629 -5.070  0.15
N 3.220 5.762 -4.721  0.13
H 2.897 6.083 -5.623  0.18
H 2.529 6.138 -4.088  0.11
C 4.664 6.350 -4.441  0.07
H 1.241 3.758 -5.035  0.11
H 1.578 3.838 -3.274  0.06
H 2.179 2.515 -4.234  0.09
H 4.975 5.854 -3.522  0.08
H 4.579 7.407 -4.190  0.10
H 5.289 6.080 -5.292  0.10
C 0.824 1.869 0.232  0.01
C 1.384 0.692 -0.561  -0.26
O 0.640 -0.100 -1.189  0.06
N 2.894 0.473 -0.454  0.13
H 3.326 1.334 -0.151  0.09
H 3.090 -0.219 0.255  0.10
C 3.559 -0.055 -1.754  0.04
H 0.354 2.593 -0.434  0.07
H 1.627 2.322 0.814  0.10
H 0.053 1.570 0.942  0.06
H 3.483 0.610 -2.614  0.09
H 3.007 -0.963 -1.997  0.06
H 4.602 -0.218 -1.483  0.10
C -1.827 4.836 1.332  0.04
C -2.551 6.119 1.513  -0.36
O -3.592 6.286 2.118  0.13
N -1.906 7.355 0.905  0.10
H -1.179 7.670 1.532  0.18
H -1.336 7.126 0.103  0.06
C -2.957 8.415 0.491  0.05
H -1.413 4.879 0.324  0.07
H -2.461 3.950 1.286  0.07
H -1.090 4.657 2.114  0.13
H -2.376 9.295 0.214  0.10
H -3.552 8.738 1.346  0.10
H -3.365 8.075 -0.461  0.11
C -6.441 -2.443 6.521  -0.08
O -5.519 -3.257 5.771  -0.19
C -6.220 -4.281 5.054  -0.17
C -6.369 -3.814 3.565  -0.05
N -4.993 -3.562 2.925  0.08
H -4.481 -3.068 3.642  0.15
H -4.497 -4.442 2.931  0.17
C -4.886 -2.814 1.536  -0.04
C -3.476 -2.422 1.203  -0.22
O -3.024 -1.711 2.348  -0.21
C -1.623 -1.538 2.373  -0.07
H -6.743 -2.804 7.504  0.10
H -7.306 -2.073 5.969  0.09
H -5.890 -1.535 6.764  0.09
H -7.141 -4.489 5.598  0.13
H -5.759 -5.268 5.086  0.13
H -6.741 -2.790 3.528  0.13
H -6.966 -4.483 2.944  0.14
H -5.373 -1.882 1.824  0.11
H -5.422 -3.180 0.660  0.14
H -3.306 -1.826 0.307  0.13
H -2.839 -3.293 1.054  0.12
H -1.189 -0.766 1.738  0.08
H -1.194 -2.533 2.260  0.08
H -1.347 -1.322 3.405  0.11
O -0.084 -1.519 -3.780  0.02
C 0.635 -0.963 -4.756  -0.95
O 0.359 -1.231 -5.928  -0.03
O 1.594 -0.325 -4.340  -0.05
H 0.337 -1.066 -3.046  0.03
O 5.177 -1.937 0.709  0.01
C 6.156 -2.723 1.186  -0.92
O 6.738 -3.497 0.441  -0.04
O 6.387 -2.604 2.414  -0.06
H 4.754 -1.662 1.525  0.05
O 5.088 4.666 -1.329  0.10
C 4.232 3.689 -0.946  -0.82
O 4.611 2.717 -0.280  -0.01
O 3.077 3.678 -1.347  -0.02
H 5.777 4.501 -0.682  0.11
O 1.930 -1.463 3.846  0.10
C 2.070 -0.613 2.844  -0.86
O 2.954 -0.708 2.000  -0.02
O 1.292 0.360 2.792  -0.03
H 2.602 -2.109 3.618  0.09
O 0.661 5.074 -0.876  0.07
C 0.495 6.140 -1.650  -0.86
O -0.306 7.026 -1.302  -0.03
O 1.154 6.267 -2.663  0.01
H 1.496 4.784 -1.251  0.05

# 3
The following is a quantum chemistry calculation of 8 unconnected molecules or ions with the total composition C35H68ClIO12PS3, from the OMol25 dataset.

spin multiplicity	1
E_LUMO	-4.38	eV
total charge	+1
highest occupied orbital energy	-10.6377	eV
calculated total energy	-124376.4662	eV

Last column: Löwdin charge in e.
Geometry (Å):
C 1.441 0.499 -0.456  -0.01
C 2.197 0.684 -1.776  -0.32
C 2.227 -0.556 -2.680  -0.09
O 0.982 -1.265 -2.590  -0.03
C 0.177 -1.262 -3.672  -0.57
O 0.540 -1.341 -4.800  0.17
C -1.274 -1.152 -3.240  -0.35
S -1.511 0.573 -2.688  0.60
S -3.433 0.832 -3.191  0.03
Cl -3.474 1.738 -5.000  0.24
P -3.720 2.629 -1.748  0.29
O -4.903 3.354 -2.556  -0.46
I -4.927 1.321 -0.187  0.64
O 3.543 1.060 -1.452  -0.02
C 4.273 1.647 -2.460  -0.54
O 4.025 2.754 -2.823  0.14
C 5.403 0.821 -3.020  -0.47
S 7.012 1.486 -2.546  0.77
H 0.636 1.235 -0.365  0.07
H 0.998 -0.493 -0.358  0.08
H 2.123 0.685 0.376  0.10
H 1.764 1.522 -2.341  0.14
H 2.407 -0.280 -3.724  0.14
H 3.042 -1.220 -2.379  0.14
H -1.467 -1.799 -2.377  0.08
H -1.942 -1.397 -4.063  0.10
H -4.577 3.916 -3.280  0.06
H 5.362 -0.208 -2.661  0.08
H 5.285 0.814 -4.109  0.09
H 6.837 2.720 -3.036  -0.12
C -7.619 5.242 1.329  -0.17
C -8.169 5.651 -0.037  -0.16
C -8.235 4.309 -0.754  -0.21
O -8.493 3.330 0.252  -0.16
C -8.316 3.906 1.549  -0.20
H -7.829 5.960 2.120  0.11
H -6.536 5.103 1.275  0.11
H -9.170 6.073 0.072  0.12
H -7.550 6.378 -0.560  0.11
H -7.281 4.076 -1.243  0.09
H -9.026 4.259 -1.504  0.12
H -9.297 4.043 2.013  0.12
H -7.737 3.214 2.165  0.10
C -3.795 -5.422 -1.327  -0.16
C -3.598 -4.930 0.105  -0.16
C -2.575 -3.821 -0.087  -0.18
O -2.823 -3.271 -1.393  -0.19
C -3.719 -4.124 -2.118  -0.20
H -4.733 -5.952 -1.484  0.12
H -2.975 -6.085 -1.610  0.12
H -4.533 -4.524 0.498  0.11
H -3.248 -5.703 0.786  0.12
H -1.557 -4.222 -0.066  0.11
H -2.660 -3.027 0.656  0.12
H -4.698 -3.637 -2.184  0.12
H -3.332 -4.264 -3.129  0.12
C -6.828 0.290 5.132  -0.16
C -6.815 1.818 5.154  -0.16
C -5.488 2.123 4.472  -0.20
O -5.269 1.063 3.533  -0.20
C -6.193 -0.002 3.780  -0.21
H -7.823 -0.141 5.229  0.12
H -6.205 -0.104 5.937  0.12
H -7.647 2.210 4.565  0.10
H -6.877 2.241 6.154  0.12
H -4.665 2.132 5.192  0.12
H -5.488 3.073 3.936  0.11
H -6.950 -0.009 2.986  0.11
H -5.653 -0.949 3.753  0.12
C 2.821 -5.337 -0.241  -0.16
C 2.352 -4.919 -1.634  -0.16
C 1.042 -5.686 -1.755  -0.20
O 0.510 -5.781 -0.432  -0.16
C 1.504 -5.395 0.521  -0.20
H 3.533 -4.643 0.206  0.11
H 3.289 -6.321 -0.282  0.10
H 2.165 -3.841 -1.666  0.10
H 3.058 -5.166 -2.425  0.12
H 1.209 -6.695 -2.145  0.12
H 0.309 -5.188 -2.393  0.11
H 1.239 -4.413 0.931  0.11
H 1.509 -6.118 1.337  0.12
C 1.940 6.633 -1.421  -0.16
C 2.568 5.287 -1.780  -0.17
C 2.526 4.567 -0.440  -0.19
O 1.370 5.059 0.245  -0.14
C 0.866 6.215 -0.424  -0.21
H 1.532 7.171 -2.276  0.11
H 2.678 7.275 -0.936  0.11
H 1.952 4.756 -2.509  0.11
H 3.575 5.357 -2.184  0.11
H 3.416 4.791 0.155  0.09
H 2.445 3.484 -0.541  0.10
H -0.066 5.950 -0.939  0.11
H 0.641 6.982 0.317  0.12
C 5.196 4.668 2.278  -0.17
C 5.474 6.118 1.885  -0.17
C 6.990 6.109 1.738  -0.20
O 7.342 4.796 1.302  -0.14
C 6.224 3.921 1.436  -0.20
H 4.174 4.346 2.081  0.10
H 5.399 4.523 3.341  0.12
H 5.002 6.346 0.925  0.10
H 5.126 6.846 2.616  0.11
H 7.480 6.308 2.697  0.12
H 7.356 6.832 1.009  0.12
H 5.831 3.696 0.436  0.11
H 6.556 2.988 1.893  0.12
C 5.920 -7.835 2.441  -0.17
C 5.936 -9.230 1.820  -0.17
C 5.074 -9.024 0.582  -0.20
O 5.278 -7.668 0.174  -0.16
C 5.962 -6.950 1.202  -0.21
H 6.751 -7.647 3.119  0.11
H 4.989 -7.677 2.990  0.11
H 6.953 -9.503 1.533  0.11
H 5.547 -10.007 2.476  0.11
H 4.012 -9.170 0.810  0.12
H 5.342 -9.683 -0.244  0.12
H 6.993 -6.766 0.881  0.12
H 5.470 -5.986 1.346  0.11

# 4
The following is a quantum chemistry calculation of a molecular structure, C35H68F2N10O8S at a distorted geometry, from the OMol25 dataset.

spin multiplicity	1
E_LUMO	-1.06	eV
highest occupied orbital energy	-8.2702	eV
calculated total energy	-84943.1115	eV

Last column: Löwdin charge in e.
Geometry (Å):
C -0.598 -1.562 1.627  -0.12
C -0.516 -0.392 0.497  -0.18
C -0.429 1.020 1.295  -0.25
F 0.060 2.100 0.440  -0.08
C -1.874 1.343 1.932  -0.10
C -3.254 0.975 1.276  0.04
C -4.636 1.274 1.963  -0.04
C -6.032 0.828 1.260  -0.28
C -6.261 -0.754 1.586  -0.04
F -7.145 1.589 1.769  -0.07
C -4.673 1.979 3.363  -0.23
N -5.767 2.348 4.238  -0.24
S -4.952 3.039 5.584  0.92
N -3.254 2.965 5.279  -0.24
C -3.261 2.336 3.973  -0.28
C -1.835 2.048 3.339  0.06
H 0.298 -1.498 2.352  0.07
H -1.557 -1.480 2.249  0.07
H -0.631 -2.550 1.042  0.08
H -1.461 -0.499 -0.135  0.09
H 0.424 -0.587 -0.122  0.11
H 0.294 0.830 2.181  0.14
H -3.294 0.464 0.250  0.10
H -5.951 0.997 0.133  0.13
H -6.902 -1.175 0.732  0.07
H -6.842 -0.796 2.588  0.09
H -5.267 -1.332 1.651  0.09
H -0.851 2.320 3.858  0.11
C 2.995 -2.919 0.783  -0.33
O 1.835 -3.236 0.595  0.00
N 3.713 -3.186 1.912  -0.20
C 5.094 -2.774 2.060  -0.06
C 3.074 -3.906 2.996  -0.04
H 3.575 -2.369 0.023  0.13
H 5.715 -3.659 2.217  0.10
H 5.176 -2.112 2.926  0.09
H 5.443 -2.245 1.171  0.07
H 2.739 -4.880 2.632  0.09
H 2.203 -3.341 3.337  0.09
H 3.770 -4.044 3.826  0.09
C 8.204 -0.415 2.890  -0.32
O 8.307 -1.630 2.878  -0.01
N 8.016 0.349 4.006  -0.20
C 7.903 1.791 3.938  -0.06
C 7.927 -0.303 5.298  -0.04
H 8.258 0.179 1.964  0.12
H 8.701 2.239 4.536  0.09
H 6.932 2.092 4.339  0.09
H 7.989 2.142 2.908  0.09
H 8.849 -0.859 5.483  0.08
H 7.090 -1.006 5.288  0.09
H 7.777 0.434 6.088  0.09
C -7.086 0.602 -2.751  -0.34
O -6.843 -0.242 -1.904  -0.01
N -6.289 0.903 -3.814  -0.19
C -6.649 1.922 -4.780  -0.06
C -5.041 0.184 -3.985  -0.04
H -8.007 1.206 -2.717  0.13
H -6.719 1.465 -5.770  0.07
H -5.875 2.694 -4.787  0.09
H -7.608 2.379 -4.528  0.08
H -5.255 -0.884 -4.080  0.09
H -4.415 0.340 -3.103  0.09
H -4.516 0.533 -4.875  0.07
C -7.662 2.944 8.334  -0.35
O -7.319 3.023 9.499  0.01
N -8.953 2.905 7.893  -0.21
C -9.280 2.810 6.484  -0.06
C -10.029 2.961 8.862  -0.05
H -6.925 2.896 7.516  0.07
H -9.874 3.682 6.197  0.09
H -9.861 1.899 6.315  0.09
H -8.376 2.777 5.873  0.07
H -9.949 3.889 9.433  0.09
H -9.936 2.117 9.550  0.09
H -10.998 2.920 8.361  0.09
C -2.057 0.557 -6.955  -0.34
O -2.722 1.428 -6.422  0.00
N -2.467 -0.227 -7.995  -0.20
C -1.612 -1.244 -8.573  -0.06
C -3.798 -0.038 -8.539  -0.05
H -1.032 0.328 -6.622  0.13
H -1.456 -1.018 -9.631  0.09
H -2.099 -2.217 -8.474  0.09
H -0.645 -1.275 -8.068  0.08
H -3.894 0.989 -8.899  0.08
H -4.534 -0.203 -7.749  0.09
H -3.979 -0.733 -9.360  0.09
C 7.807 -0.218 -0.936  -0.36
O 8.538 0.737 -0.738  0.00
N 8.216 -1.513 -1.060  -0.19
C 7.282 -2.593 -1.295  -0.06
C 9.631 -1.819 -0.953  -0.04
H 6.715 -0.100 -1.034  0.13
H 7.356 -3.312 -0.474  0.09
H 7.537 -3.086 -2.237  0.09
H 6.258 -2.220 -1.353  0.07
H 9.993 -1.495 0.026  0.09
H 10.175 -1.271 -1.727  0.09
H 9.801 -2.889 -1.071  0.09
C 12.100 -4.207 2.181  -0.34
O 11.331 -3.889 1.293  0.01
N 11.987 -3.828 3.485  -0.20
C 12.939 -4.244 4.494  -0.07
C 10.876 -2.979 3.871  -0.06
H 12.976 -4.848 1.988  0.13
H 12.413 -4.806 5.270  0.09
H 13.402 -3.357 4.934  0.09
H 13.717 -4.876 4.061  0.08
H 9.939 -3.488 3.634  0.09
H 10.923 -2.049 3.300  0.09
H 10.914 -2.757 4.939  0.08
C -6.628 1.928 -9.213  -0.34
O -6.872 1.158 -8.302  0.00
N -6.971 3.248 -9.246  -0.20
C -6.642 4.099 -10.371  -0.06
C -7.689 3.816 -8.122  -0.04
H -6.087 1.601 -10.116  0.13
H -6.014 4.923 -10.022  0.09
H -7.566 4.499 -10.797  0.09
H -6.106 3.541 -11.140  0.08
H -7.086 3.699 -7.217  0.08
H -8.630 3.278 -7.988  0.10
H -7.892 4.874 -8.292  0.09